No. 1
# C10H30Br2CdN6O4

C10H30Br2CdN6O4 as an isolated structure (ωB97M-V/def2-TZVPD, the OMol25 dataset).

## Properties
Max |F| ... 10.1 eV/Å
HOMO level ... -8.01 eV
2S+1 ... 1
LUMO level ... -5.14 eV
Total charge ... 0
Orbital gap ... 2.87 eV
Energy ... -6343.99121 Eh

The geometry in XYZ format:
```
53
C10H30Br2CdN6O4, DFT ωB97M-V/def2-TZVPD
Cd 15.938 21.655 22.319
Br 19.344 22.762 25.045
Br 18.649 19.916 18.943
C 12.232 22.424 26.462
O 12.920 22.451 25.517
N 12.586 23.116 27.442
N 11.067 21.870 26.763
H 12.208 23.208 28.375
H 13.319 23.791 27.278
H 10.803 21.224 26.034
H 10.955 21.624 27.736
C 11.346 19.894 19.017
O 12.234 20.370 19.754
N 10.292 20.584 18.627
N 11.311 18.611 18.661
H 10.297 21.593 18.666
H 9.507 20.035 18.307
H 12.010 17.928 18.916
H 10.484 18.428 18.112
C 15.460 15.630 23.022
C 14.677 16.478 24.075
C 14.506 15.866 25.432
O 13.916 16.725 26.402
C 14.841 16.992 27.402
N 15.423 17.678 24.354
H 16.471 15.285 23.242
H 15.619 16.257 22.145
H 14.829 14.812 22.677
H 13.716 16.754 23.639
H 15.398 15.303 25.706
H 13.611 15.259 25.293
H 14.312 17.726 28.010
H 15.790 17.386 27.039
H 15.110 16.152 28.043
H 14.995 18.021 25.203
H 16.373 17.482 24.633
C 13.768 27.444 20.709
C 13.609 26.177 19.929
C 13.152 26.532 18.432
O 12.515 25.410 17.769
C 12.022 25.728 16.395
N 14.879 25.384 19.822
H 14.609 28.050 20.372
H 13.678 27.131 21.749
H 12.851 28.032 20.664
H 12.802 25.591 20.367
H 13.980 26.836 17.792
H 12.549 27.436 18.511
H 12.747 26.299 15.814
H 11.137 26.354 16.505
H 11.613 24.861 15.877
H 15.473 26.142 20.126
H 15.152 25.494 18.856
```

***

No. 2
# C10H30ClO5S2

A 6-piece molecular cluster, C10H30ClO5S2 overall (ωB97M-V/def2-TZVPD, the OMol25 dataset).

## Properties
Max |F| ... 16.2 eV/Å
HOMO level ... -5.45 eV
Relative energy (zero: lowest compared OMol25 entry of this formula, charge and spin) ... 387.2 kJ/mol
2S+1 ... 1
LUMO level ... 2.62 eV
Total charge ... -1
Orbital gap ... 8.06 eV
Energy ... -2031.48005 Eh

The geometry in XYZ format:
```
48
C10H30ClO5S2, DFT ωB97M-V/def2-TZVPD
Cl -0.140 -0.275 0.064
C -3.653 0.060 2.571
C -2.321 -0.167 1.901
O -1.695 -1.437 2.211
H -4.483 -0.639 2.211
H -3.922 1.057 2.178
H -3.451 0.128 3.488
H -1.457 0.594 2.156
H -2.399 -0.288 0.649
H -0.943 -1.380 1.776
C -0.137 -4.629 -3.224
C -0.330 -3.247 -2.534
O -0.325 -3.203 -1.124
H 0.740 -4.910 -3.147
H -0.191 -4.563 -4.379
H -1.001 -5.240 -3.110
H -1.273 -2.850 -2.868
H 0.449 -2.392 -2.854
H -0.584 -2.408 -0.992
C 1.374 3.206 0.995
C -0.082 3.767 1.131
O -0.932 2.694 1.514
H 1.466 2.304 0.152
H 1.496 2.637 1.958
H 1.979 4.070 0.797
H -0.426 4.169 0.176
H -0.282 4.324 1.875
H -0.621 1.794 1.159
C 3.076 -2.173 0.889
S 3.279 -0.700 1.876
O 2.729 -0.964 3.227
C 5.045 -0.756 2.013
H 3.418 -3.069 1.503
H 3.658 -1.923 0.011
H 2.036 -2.212 0.590
H 5.494 -1.798 2.197
H 5.226 -0.023 2.847
H 5.404 -0.294 1.196
C -1.656 0.810 -2.508
S -0.579 2.100 -2.125
O -0.324 2.754 -3.497
C -1.839 3.242 -1.521
H -2.030 0.343 -1.556
H -1.133 -0.271 -2.843
H -2.553 1.169 -2.956
H -1.274 4.239 -1.070
H -2.137 2.721 -0.909
H -2.677 3.628 -2.110
```

***

No. 3
# C10H30ClO9

A 6-piece molecular cluster, C10H30ClO9 overall (ωB97M-V/def2-TZVPD, the OMol25 dataset).

## Properties
Max |F| ... 1.3 eV/Å
HOMO level ... -6.06 eV
Relative energy (zero: lowest compared OMol25 entry of this formula, charge and spin) ... 67.4 kJ/mol
2S+1 ... 1
LUMO level ... 2.89 eV
Total charge ... -1
Orbital gap ... 8.95 eV
Energy ... -1536.12012 Eh

The geometry in XYZ format:
```
50
C10H30ClO9, DFT ωB97M-V/def2-TZVPD
Cl -17.870 16.540 -7.641
O -18.883 16.355 -8.650
O -17.233 17.821 -7.846
O -18.457 16.515 -6.324
O -16.888 15.482 -7.781
C -14.352 16.020 -10.494
C -15.467 15.301 -11.233
O -16.741 15.874 -10.940
H -14.317 17.098 -10.662
H -13.370 15.652 -10.829
H -14.383 15.840 -9.417
H -15.482 14.256 -10.889
H -15.282 15.306 -12.308
H -16.765 15.819 -9.967
C -22.071 19.246 -7.551
C -20.603 18.950 -7.834
O -20.275 19.085 -9.216
H -22.337 18.928 -6.542
H -22.749 18.737 -8.241
H -22.293 20.316 -7.631
H -20.381 17.942 -7.495
H -20.010 19.679 -7.274
H -20.627 19.936 -9.499
C -22.076 15.789 -10.048
C -21.695 16.583 -11.305
O -20.384 17.119 -11.187
H -23.131 15.512 -10.170
H -21.970 16.433 -9.176
H -21.481 14.887 -9.940
H -22.424 17.391 -11.464
H -21.728 15.931 -12.180
H -20.470 17.723 -10.426
C -14.110 19.615 -7.477
C -12.643 19.874 -7.702
O -11.816 18.812 -7.254
H -14.485 18.752 -8.036
H -14.731 20.454 -7.798
H -14.339 19.402 -6.432
H -12.313 20.769 -7.161
H -12.426 20.148 -8.745
H -12.197 17.980 -7.554
C -17.236 20.531 -9.835
C -16.849 19.334 -10.691
O -17.866 18.360 -10.797
H -17.666 20.291 -8.861
H -17.930 21.201 -10.352
H -16.347 21.147 -9.647
H -15.912 18.892 -10.330
H -16.632 19.735 -11.689
H -18.322 18.443 -9.949
```

***

No. 4
# C10H30CrN2P2S

C10H30CrN2P2S as an isolated structure (ωB97M-V/def2-TZVPD, the OMol25 dataset).

## Properties
Max |F| ... 2.8 eV/Å
HOMO level (alpha / beta) ... -3.20 / -7.72 eV
2S+1 ... 5
LUMO level (alpha / beta) ... 0.62 / 0.23 eV
Total charge ... 0
Orbital gap (alpha / beta) ... 3.82 / 7.96 eV
Energy ... -2633.72789 Eh

The geometry in XYZ format:
```
46
C10H30CrN2P2S, DFT ωB97M-V/def2-TZVPD
Cr -1.054 -0.324 -0.296
H -0.324 1.307 0.243
H -0.120 1.254 -0.559
P -2.089 0.024 1.694
P -0.882 -0.353 -2.570
C 0.284 -1.624 -3.197
H 0.250 -1.641 -4.296
H 1.306 -1.402 -2.863
H 0.005 -2.609 -2.805
C -2.392 -0.824 -3.470
H -3.156 -0.058 -3.297
H -2.200 -0.933 -4.546
H -2.745 -1.773 -3.051
C -0.307 1.080 -3.539
H 0.708 1.361 -3.230
H -0.299 0.832 -4.611
H -0.978 1.929 -3.369
C -3.826 -0.528 1.780
H -4.234 -0.420 2.795
H -4.411 0.067 1.068
H -3.858 -1.578 1.466
C -1.347 -0.944 3.057
H -0.323 -0.600 3.240
H -1.950 -0.819 3.968
H -1.313 -2.002 2.775
C -2.196 1.657 2.497
H -2.710 2.356 1.828
H -2.753 1.579 3.442
H -1.186 2.033 2.700
H -2.214 0.550 -0.727
H -2.238 -1.283 -0.530
S 0.772 -1.721 0.081
C 2.052 -0.611 0.483
N 2.724 -0.925 1.610
C 4.032 -0.352 1.867
C 3.902 1.135 1.644
C 3.516 1.406 0.212
N 2.482 0.454 -0.238
H 2.527 -1.867 1.941
H 4.761 -0.787 1.167
H 4.305 -0.631 2.882
H 4.849 1.616 1.868
H 3.157 1.554 2.322
H 4.390 1.312 -0.445
H 3.128 2.420 0.078
H 1.958 0.687 -1.070
```

***

No. 5
# C10H30N2O4

A 4-piece molecular cluster, C10H30N2O4 overall (ωB97M-V/def2-TZVPD, the OMol25 dataset).

## Properties
Max |F| ... 2.8 eV/Å
HOMO level ... -8.81 eV
Relative energy (zero: lowest compared OMol25 entry of this formula, charge and spin) ... 32.3 kJ/mol
2S+1 ... 1
LUMO level ... 0.79 eV
Total charge ... 0
Orbital gap ... 9.61 eV
SMILES ... COC[C@H](C)N.COC[C@H](C)N.CCO.O
Energy ... -809.40147 Eh

The geometry in XYZ format:
```
46
C10H30N2O4, DFT ωB97M-V/def2-TZVPD
C 1.218 -1.772 -4.837
C 2.012 -1.109 -3.760
O 1.583 0.266 -3.519
H 1.454 -1.285 -5.800
H 0.132 -1.937 -4.602
H 1.684 -2.765 -4.926
H 3.076 -1.149 -4.018
H 1.944 -1.653 -2.800
H 0.993 0.467 -4.199
O 0.055 -0.481 -1.112
H 0.513 -0.208 -1.952
H 0.309 0.267 -0.563
C -0.394 5.134 0.359
C -0.332 3.648 0.126
C 0.106 2.980 1.402
O -0.036 1.563 1.333
C 0.523 0.995 2.486
N -1.584 3.217 -0.518
H 0.516 5.545 0.774
H -1.294 5.266 0.969
H -0.757 5.592 -0.564
H 0.550 3.446 -0.546
H -0.485 3.351 2.258
H 1.162 3.246 1.571
H 1.567 1.324 2.471
H 0.467 -0.107 2.366
H 0.106 1.260 3.484
H -1.626 2.255 -0.786
H -2.307 3.389 0.173
C 1.130 -2.602 0.958
C -0.255 -3.295 0.880
C -1.302 -2.433 1.558
O -0.960 -2.187 2.871
C -1.814 -1.198 3.378
N -0.482 -3.626 -0.522
H 1.948 -3.247 0.577
H 1.280 -2.381 2.024
H 1.174 -1.619 0.394
H -0.200 -4.213 1.453
H -2.308 -2.884 1.577
H -1.348 -1.471 0.972
H -1.850 -0.358 2.673
H -1.519 -0.773 4.294
H -2.839 -1.529 3.442
H -1.353 -4.117 -0.631
H -0.457 -2.811 -1.171
```